No. 1
Entry from the OMol25 dataset: C4H8O in the gas phase at a distorted geometry (the ωB97M-V functional and the def2-TZVPD basis).

Geometry (Å):
C: 1.8423 0.1101 0.7202
O: 0.7994 -0.6771 0.2005
C: -0.1041 0.0387 -0.5835
C: -1.3681 -0.6776 -0.7055
C: -1.1783 0.7767 0.1525
H: 1.4632 0.8623 1.4253
H: 2.3960 0.6227 -0.0803
H: 2.5213 -0.5658 1.2471
H: 0.3401 0.4908 -1.4664
H: -1.8680 -0.6239 -1.6816
H: -1.4945 -1.5959 -0.1594
H: -2.1816 0.6624 -0.2912
H: -1.1676 0.5765 1.2224

Summary:
- orbital gap (eV) = 9.985
- SMILES = COC1CC1
- LUMO energy (eV) = 1.2
- HOMO level (eV) = -8.79
- calculated total energy (eV) = -6321.6267
- ΔE to the lowest compared entry with this formula, charge and spin (eV) = 3.541

Mulliken population analysis, charges in e, atoms 1 to 6:
1. C -0.71
2. O -0.37
3. C 0.17
4. C -0.69
5. C -0.71
6. H 0.29


No. 2
Entry from the OMol25 dataset: a gas-phase ion, C4H10NO2 (charge +1) at a distorted geometry (the ωB97M-V functional and the def2-TZVPD basis).

Geometry (Å):
C: 1.1450 0.2014 0.0162
C: -0.8582 -1.3107 0.4728
C: -0.9941 0.5435 -1.2740
C: -0.1196 -0.4562 -0.5083
N: 0.8289 0.8815 1.2998
O: 2.0428 0.8837 -0.8507
O: 2.4197 -0.2343 -0.0851
H: -1.5623 -0.8548 1.1635
H: -0.1797 -2.0504 0.8014
H: -1.5833 -1.7576 -0.1465
H: -1.6984 0.9277 -0.5105
H: -1.6419 0.0982 -2.0648
H: -0.4144 1.3543 -1.6862
H: 0.3629 -1.1949 -1.2404
H: 1.1766 1.8551 1.2886
H: 1.3025 0.2856 1.9543
H: -0.2263 0.8280 1.3699

Summary:
- orbital gap (eV) = 11.710
- SMILES = CC(C)C1([NH3+])OO1
- LUMO energy (eV) = -3.8
- net charge = +1
- HOMO level (eV) = -15.50
- calculated total energy (eV) = -9884.1473
- ΔE to the lowest compared entry with this formula, charge and spin (eV) = 5.441

Mulliken population analysis, charges in e, atoms 1 to 6:
1. C 0.38
2. C -1.56
3. C -1.24
4. C 0.20
5. N -0.10
6. O -0.25


No. 3
Entry from the OMol25 dataset: a molecular structure, C37H20BrN9Tl (the ωB97M-V functional and the def2-TZVPD basis).

Geometry (Å):
Tl: -0.5241 -0.0719 -0.1921
C: 1.2322 -2.4226 -6.1182
C: 0.2312 -3.3682 -5.8739
C: -0.4028 -3.4441 -4.6425
C: -0.0099 -2.5435 -3.6665
C: -0.4769 -2.3383 -2.2901
N: 0.2495 -1.2995 -1.7756
C: 1.1486 -0.8066 -2.6848
N: 2.0401 0.1417 -2.4999
C: 2.2006 0.8742 -1.3833
C: 3.3764 1.6634 -1.0612
C: 4.5574 1.8895 -1.7582
C: 5.5160 2.6785 -1.1493
C: 5.3105 3.2207 0.1284
C: 4.1413 2.9889 0.8301
C: 3.1699 2.2064 0.2171
C: 1.8684 1.7446 0.6714
N: 1.3408 1.9836 1.8785
C: 0.3138 1.3644 2.4320
N: -0.4091 0.3246 1.9163
C: -1.3553 -0.1281 2.7928
N: -2.1718 -1.1549 2.6436
C: -2.2544 -1.9653 1.5834
N: -1.6422 -1.8162 0.3726
C: -1.8839 -2.8654 -0.4533
N: -1.4062 -3.0539 -1.6937
C: -2.7740 -3.7698 0.2571
C: -3.3347 -4.9888 -0.1041
C: -4.1364 -5.6243 0.8268
C: -4.3679 -5.0647 2.0920
C: -3.8037 -3.8561 2.4594
C: -3.0056 -3.2097 1.5236
C: -1.2577 0.7113 3.9894
C: -1.9723 0.7044 5.1780
C: -1.6317 1.6469 6.1344
C: -0.5992 2.5671 5.9142
C: 0.1210 2.5697 4.7307
C: -0.2243 1.6314 3.7687
N: 1.3329 1.0076 -0.3482
C: 0.9929 -1.5986 -3.9107
C: 1.6292 -1.5252 -5.1379
H: 1.7038 -2.3933 -7.0912
H: -0.0502 -4.0540 -6.6616
H: -1.1725 -4.1776 -4.4445
H: 4.7152 1.4615 -2.7386
H: 6.4460 2.8799 -1.6637
H: 6.0872 3.8287 0.5725
H: 3.9828 3.3957 1.8194
H: -3.1467 -5.4188 -1.0784
H: -4.5923 -6.5735 0.5791
H: -4.9981 -5.5941 2.7940
H: -3.9738 -3.4244 3.4362
H: -2.7634 -0.0135 5.3459
H: -2.1698 1.6729 7.0725
H: -0.3601 3.2855 6.6868
H: 0.9265 3.2702 4.5569
H: 2.4060 -0.7945 -5.3177
Br: -3.0188 -0.0056 -2.6230
C: -3.0968 1.5252 -1.5279
C: -4.0842 2.4712 -1.7361
C: -4.1093 3.5725 -0.8969
C: -3.1602 3.6881 0.1101
C: -2.2159 2.6929 0.2393
N: -2.1831 1.6253 -0.5715
H: -4.8044 2.3391 -2.5292
H: -4.8670 4.3331 -1.0288
H: -3.1481 4.5304 0.7859
H: -1.4553 2.7366 1.0098

Summary:
- orbital gap (alpha / beta) (eV) = 5.001 / 5.010
- LUMO energy (alpha / beta) (eV) = -4.2 / -4.2
- net charge = +1
- HOMO level (alpha / beta) (eV) = -9.24 / -9.26
- calculated total energy (eV) = -126836.1506
- ΔE to the lowest compared entry with this formula, charge and spin (eV) = 0.000

Mulliken population analysis, charges in e, atoms 1 to 6:
1. Tl 1.84
2. C -0.64
3. C -0.65
4. C -0.24
5. C 0.40
6. C -0.35


No. 4
Entry from the OMol25 dataset: a molecular structure, CH3BrHfNO2 at a distorted geometry (the ωB97M-V functional and the def2-TZVPD basis).

Geometry (Å):
Hf: -2.7924 2.1304 4.6114
Br: -1.2719 0.8278 2.6772
C: 0.6547 -0.7476 -0.4862
N: 0.5189 -0.0386 -1.7644
O: -0.4124 0.8406 -1.7875
O: 1.2138 -0.3915 -2.7265
H: 0.3208 -0.0893 0.3158
H: 1.7201 -0.8801 -0.2983
H: 0.0484 -1.6518 -0.5417

Summary:
- orbital gap (alpha / beta) (eV) = 1.987 / 2.025
- LUMO energy (alpha / beta) (eV) = -13.9 / -14.0
- net charge = +2
- HOMO level (alpha / beta) (eV) = -15.88 / -16.03
- calculated total energy (eV) = -77991.0748
- multiplicity = 2

Mulliken population analysis, charges in e, atoms 1 to 6:
1. Hf 1.49
2. Br 0.38
3. C -0.34
4. N 0.80
5. O -0.45
6. O -0.39


No. 5
Entry from the OMol25 dataset: C3H4N2S2 in the gas phase at a distorted geometry (the ωB97M-V functional and the def2-TZVPD basis).

Geometry (Å):
C: -0.2087 -0.8670 0.6899
C: 1.0427 -0.4922 1.0971
C: 0.4855 0.7059 -0.7221
H: -2.2925 -0.6764 1.9883
H: 1.2343 -0.6803 2.2666
H: 2.3610 0.9802 0.1837
H: -1.3960 -0.0570 -0.8828
N: 1.4733 0.3945 0.1255
N: -0.5379 -0.1177 -0.4318
S: -1.3535 -1.7420 1.5444
S: 0.4553 1.8930 -2.0320

Summary:
- orbital gap (eV) = 7.862
- SMILES = S=c1[nH]cc(S)[nH]1
- LUMO energy (eV) = 0.1
- HOMO level (eV) = -7.80
- calculated total energy (eV) = -27825.5109
- ΔE to the lowest compared entry with this formula, charge and spin (eV) = 1.278

Mulliken population analysis, charges in e, atoms 1 to 6:
1. C 0.07
2. C -0.07
3. C -0.05
4. H 0.16
5. H 0.26
6. H 0.27


No. 6
Entry from the OMol25 dataset: a molecular structure, C15H14MnN6O5S at a distorted geometry (the ωB97M-V functional and the def2-TZVPD basis).

Geometry (Å):
Mn: 0.0195 -0.2888 0.1664
C: 1.3649 -4.1094 -1.5195
C: 0.7125 -2.8472 -1.0902
N: 1.3071 -1.8591 -0.4749
N: 2.6596 -2.0236 -0.1606
C: 3.6202 -1.2288 -0.6587
N: 4.8655 -1.3869 -0.2947
S: 3.2005 -0.0528 -1.8617
C: -0.7040 -2.6017 -1.3983
C: -1.4886 -3.4955 -2.0874
C: -2.7977 -3.1347 -2.4338
C: -3.2515 -1.8769 -2.0993
C: -2.4164 -1.0303 -1.3705
N: -1.1810 -1.3849 -1.0177
H: 2.4436 -4.1111 -1.4136
H: 1.1286 -4.3164 -2.5651
H: 0.9540 -4.9484 -0.9453
H: 2.9093 -2.8035 0.4380
H: 5.1688 -2.0831 0.3798
H: 5.6113 -0.8368 -0.7088
H: -1.1098 -4.4697 -2.3668
H: -3.4336 -3.8343 -2.9624
H: -4.2403 -1.5390 -2.3812
H: -2.7571 -0.0517 -1.0650
O: 1.3740 0.7934 1.1145
C: 1.2582 1.8943 1.6728
C: 0.0707 2.7336 1.5874
C: 0.0019 3.9230 2.2500
C: -1.1489 4.7638 2.0387
C: -2.1970 4.4474 1.1727
C: -2.1359 3.2666 0.4780
C: -1.0189 2.3536 0.7023
O: -0.9933 1.2361 0.1001
N: -1.1901 6.0599 2.7829
O: -2.2482 6.6199 2.7794
O: -0.1311 6.3774 3.2698
H: 2.1190 2.2705 2.2336
H: 0.7908 4.2570 2.9198
H: -3.0337 5.1295 1.0595
H: -2.9191 2.9868 -0.2174
O: -0.7409 -1.6958 2.4200
N: -0.4430 -1.1024 1.5272

Summary:
- orbital gap (alpha / beta) (eV) = 4.299 / 4.338
- LUMO energy (alpha / beta) (eV) = -17.6 / -17.5
- net charge = +4
- HOMO level (alpha / beta) (eV) = -21.88 / -21.87
- calculated total energy (eV) = -77063.0978
- multiplicity = 2

Mulliken population analysis, charges in e, atoms 1 to 6:
1. Mn 0.54
2. C -1.46
3. C 1.01
4. N 0.08
5. N -0.58
6. C 0.66


No. 7
Entry from the OMol25 dataset: C3H2OS4 in the gas phase at a distorted geometry (the ωB97M-V functional and the def2-TZVPD basis).

Geometry (Å):
C: -1.2609 -0.4104 0.0763
C: -0.0140 0.5321 -0.1547
C: 1.3367 -0.1692 -0.0212
H: -2.4239 1.6213 0.5498
H: 2.5253 -1.0663 -1.1596
O: 1.6213 -0.7632 -1.2183
S: -2.6349 0.3371 0.8021
S: -1.1871 -2.0418 -0.0315
S: -0.1033 2.1337 -0.3096
S: 2.1407 -0.1734 1.4666

Summary:
- orbital gap (eV) = 7.084
- SMILES = OC(=S)C(=S)C(=S)S
- LUMO energy (eV) = -2.0
- HOMO level (eV) = -9.10
- calculated total energy (eV) = -48529.8523
- ΔE to the lowest compared entry with this formula, charge and spin (eV) = 0.619

Mulliken population analysis, charges in e, atoms 1 to 6:
1. C 0.30
2. C 0.21
3. C 0.08
4. H 0.12
5. H 0.35
6. O -0.37


No. 8
Entry from the OMol25 dataset: C4H6N2O in the gas phase at a distorted geometry (the ωB97M-V functional and the def2-TZVPD basis).

Geometry (Å):
C: -0.3228 0.4783 2.1846
C: -1.0179 1.0891 1.0376
N: -1.3539 0.5694 0.0206
C: -0.7900 -0.4939 -0.7351
C: 0.5896 -0.3403 -1.2430
O: 0.9377 -0.9392 -2.4275
N: 1.4128 0.4195 -0.6380
H: -0.4051 1.0704 3.0819
H: 0.7233 0.4744 1.8464
H: -0.6229 -0.5605 2.3649
H: -1.5038 -0.8733 -1.4340
H: 0.2055 -1.4139 -2.8328
H: 2.2013 0.6349 -1.2423

Summary:
- orbital gap (alpha / beta) (eV) = 7.341 / 7.764
- LUMO energy (alpha / beta) (eV) = -0.7 / -0.4
- HOMO level (alpha / beta) (eV) = -8.06 / -8.14
- calculated total energy (eV) = -9269.3171
- ΔE to the lowest compared entry with this formula, charge and spin (eV) = 4.185

Mulliken population analysis, charges in e, atoms 1 to 6:
1. C -0.72
2. C 0.21
3. N -0.03
4. C -0.71
5. C 0.70
6. O -0.49


No. 9
Entry from the OMol25 dataset: 2 unconnected molecules or ions with the total composition C3H7NO2 at a distorted geometry (the ωB97M-V functional and the def2-TZVPD basis).

Geometry (Å):
C: 1.1772 -1.1884 1.2750
C: 1.2662 0.1466 1.2807
O: 0.4724 0.1958 -1.5378
C: -0.6157 0.4400 -1.0454
O: -0.9340 0.2576 0.2495
N: -1.6634 0.9405 -1.7634
H: 1.4728 -1.7485 0.3903
H: -0.2843 -0.4484 0.6254
H: 0.8333 -1.7432 2.1429
H: 0.8969 0.7540 2.1051
H: 1.5577 0.6809 0.3773
H: -2.5770 0.9190 -1.3407
H: -1.6020 0.7941 -2.7588

Summary:
- orbital gap (eV) = 10.960
- SMILES = NC(=O)O.C=C
- LUMO energy (eV) = 0.9
- HOMO level (eV) = -10.05
- calculated total energy (eV) = -8808.9998
- ΔE to the lowest compared entry with this formula, charge and spin (eV) = 1.529

Mulliken population analysis, charges in e, atoms 1 to 6:
1. C -0.64
2. C -0.44
3. O -0.60
4. C 0.70
5. O -0.53
6. N -0.45